The following is a quantum chemistry calculation of C3H4O4Yb as an isolated structure in a non-equilibrium geometry, from OMol25.

Results
2S+1: 1
Net charge: +2
HOMO-LUMO gap, eV: 6.2
HOMO level, eV: -16.477
Max |F|, eV Å⁻¹: 4.07

CARTESIAN COORDINATES (ANGSTROEM)
C: -0.255 0.493 0.048
O: 0.908 0.524 0.455
O: -0.672 1.297 -0.909
C: -2.076 1.104 -0.999
O: -1.518 0.939 1.132
C: -2.508 1.279 0.332
Yb: 2.966 1.608 0.710
H: -3.541 1.169 0.674
H: -2.506 1.655 -1.834
O: -0.753 -1.257 -1.071
H: -0.659 -1.889 -0.349
H: -1.771 -0.594 -1.363

Now the Mulliken charges, all in e: 0.901 -0.567 -0.310 -0.635 -0.323 0.165 1.731 0.388 0.364 -0.626 0.362 0.549